(1)
This record from the Open Molecules 2025 dataset describes a cluster of 9 separate species, C38H98BrN6O18 in total. The level of theory is the ωB97M-V functional and the def2-TZVPD basis.

Calculated values
- HOMO level: -13.358 eV
- Electronic energy: -5762.5047 hartree

Structure (ORCA input):
```
! wB97M-V def2-TZVPD RIJCOSX def2/J DEFGRID3
* xyz 3 1
C 13.67 10.20 13.71
O 13.23 10.29 12.39
C 13.99 11.03 11.39
C 13.01 11.22 10.22
N 11.68 11.87 10.53
H 11.51 11.76 11.58
H 11.70 12.91 10.21
C 10.55 11.33 9.67
C 10.42 11.87 8.25
O 11.37 11.31 7.33
C 10.93 10.34 6.42
H 14.54 9.52 13.91
H 12.76 9.83 14.22
H 13.89 11.20 14.11
H 14.93 10.50 11.08
H 14.37 12.01 11.72
H 12.79 10.23 9.73
H 13.55 11.75 9.37
H 9.65 11.50 10.26
H 10.65 10.27 9.57
H 10.60 13.01 8.27
H 9.39 11.69 7.82
H 10.93 9.33 6.75
H 11.55 10.44 5.49
H 9.90 10.54 6.19
C 20.21 13.73 8.96
O 19.11 13.52 9.93
C 19.17 14.31 11.18
C 18.14 13.63 12.10
N 17.44 14.56 12.97
H 17.18 15.44 12.45
H 15.83 14.26 12.82
C 18.01 14.93 14.24
C 19.39 15.69 14.20
O 19.17 17.06 14.08
C 20.03 17.75 13.17
H 20.54 12.72 8.82
H 21.05 14.26 9.44
H 19.85 14.16 8.02
H 18.90 15.33 10.95
H 20.21 14.17 11.63
H 18.50 12.82 12.68
H 17.38 13.30 11.36
H 18.15 13.97 14.87
H 17.34 15.59 14.80
H 20.01 15.27 13.38
H 19.94 15.50 15.13
H 19.93 17.33 12.19
H 21.08 17.82 13.54
H 19.63 18.74 13.16
C 17.04 12.58 6.88
O 16.15 13.67 6.55
C 15.72 14.23 7.76
C 14.90 15.44 7.55
N 13.48 15.08 7.21
H 13.50 14.14 6.71
H 13.13 14.82 8.16
C 12.85 16.13 6.49
C 11.50 15.84 5.83
O 11.47 14.55 5.22
C 10.30 14.29 4.48
H 17.43 12.11 6.01
H 16.59 11.86 7.49
H 17.79 13.03 7.53
H 16.67 14.58 8.30
H 15.16 13.44 8.30
H 15.28 16.11 6.80
H 14.82 15.93 8.53
H 13.48 16.45 5.69
H 12.76 16.98 7.13
H 11.40 16.54 5.03
H 10.70 16.02 6.60
H 10.06 15.23 3.92
H 9.49 13.86 5.16
H 10.62 13.56 3.73
C 8.25 10.33 15.78
O 8.43 9.13 16.54
C 8.83 9.12 17.93
C 7.70 9.38 18.88
N 6.70 8.31 18.96
H 7.13 7.52 19.41
H 5.91 8.66 19.55
C 6.06 7.69 17.72
C 6.91 6.47 17.28
O 7.31 5.80 18.42
C 7.90 4.54 18.28
H 7.58 10.24 14.94
H 9.19 10.66 15.34
H 7.89 11.13 16.37
H 9.56 9.92 18.07
H 9.29 8.15 18.14
H 7.22 10.35 18.76
H 8.05 9.59 19.86
H 5.94 8.40 16.96
H 5.13 7.22 18.14
H 7.77 6.65 16.64
H 6.26 5.81 16.68
H 7.92 4.18 19.25
H 8.92 4.53 17.85
H 7.23 3.89 17.72
C 17.37 22.31 14.62
O 17.67 20.99 15.03
C 16.75 20.39 15.92
C 17.11 18.92 15.90
N 18.57 18.76 16.15
H 18.89 17.96 15.56
H 18.95 19.57 15.65
C 18.98 18.69 17.57
C 20.52 18.49 17.48
O 20.91 17.21 17.00
C 21.75 16.47 17.83
H 17.25 23.06 15.42
H 16.51 22.21 13.99
H 18.19 22.75 14.06
H 15.70 20.48 15.62
H 16.84 20.78 16.94
H 16.95 18.48 14.85
H 16.54 18.34 16.64
H 18.42 17.89 18.03
H 18.71 19.65 18.09
H 20.97 18.59 18.44
H 20.86 19.29 16.80
H 21.52 16.69 18.90
H 22.77 16.75 17.54
H 21.61 15.39 17.74
C 14.90 19.74 8.09
O 13.75 19.21 8.81
C 12.88 20.27 9.23
C 11.48 19.75 9.56
N 11.55 18.94 10.80
H 11.90 17.92 10.59
H 12.14 19.46 11.54
C 10.29 18.71 11.58
C 10.67 18.79 13.04
O 10.92 20.25 13.29
C 11.77 20.45 14.39
H 15.63 18.97 7.85
H 15.40 20.52 8.59
H 14.53 20.21 7.14
H 12.72 20.92 8.39
H 13.30 20.81 10.11
H 11.01 19.21 8.83
H 10.92 20.71 9.75
H 9.84 17.72 11.45
H 9.58 19.43 11.38
H 11.54 18.17 13.26
H 9.78 18.50 13.62
H 11.92 21.54 14.62
H 12.74 19.95 14.18
H 11.42 19.86 15.22
Br 10.88 13.28 13.41
O 12.99 15.71 13.17
C 14.29 15.64 13.13
O 14.75 14.37 12.77
O 14.97 16.65 13.21
H 12.49 14.86 13.06
O 11.00 15.81 11.00
C 12.01 15.63 10.06
O 12.48 14.49 9.78
O 12.25 16.73 9.44
H 10.90 14.97 11.52
*
```

(2)
This record from the Open Molecules 2025 dataset describes a cluster of 16 separate species, H32O16 in total. The level of theory is the ωB97M-V functional and the def2-TZVPD basis.

Calculated values
- Energy above the lowest of the compared OMol25 structures with the same formula, charge and spin: 5.095 eV
- HOMO level: -9.752 eV
- Electronic energy: -1223.0115 hartree

Structure (ORCA input):
```
! wB97M-V def2-TZVPD RIJCOSX def2/J DEFGRID3
* xyz 0 1
O 0.17 -0.48 0.42
H 0.01 0.11 -0.35
H -0.10 0.05 1.18
O 3.62 -0.85 -0.77
H 3.67 0.10 -0.81
H 2.70 -1.05 -0.96
O -1.08 1.32 2.44
H -1.05 2.26 2.76
H -1.77 0.90 2.99
O -0.13 3.64 0.35
H -1.06 3.37 0.30
H 0.50 2.95 0.20
O -0.44 1.19 -1.59
H 0.35 1.52 -1.98
H -0.92 1.97 -1.41
O 2.50 -0.78 1.78
H 3.02 -0.93 1.00
H 1.65 -0.61 1.41
O 1.37 -2.59 -0.79
H 1.65 -3.41 -1.17
H 0.58 -2.42 -1.29
O -2.50 2.02 0.25
H -2.93 2.85 0.32
H -2.13 1.71 1.14
O 2.34 1.56 -0.11
H 2.32 2.46 0.17
H 2.93 1.15 0.51
O 1.04 1.08 4.10
H 1.09 1.96 3.72
H 0.37 0.66 3.65
O -1.00 -1.47 2.99
H -0.65 -2.16 2.44
H -1.90 -1.31 2.56
O 1.66 -0.26 -2.89
H 0.72 -0.49 -2.84
H 1.69 0.00 -3.82
O -2.90 -0.92 -1.00
H -2.58 -0.01 -0.88
H -3.82 -0.91 -1.22
O -0.78 -1.75 -2.76
H -1.50 -1.62 -2.11
H -1.26 -2.18 -3.47
O -2.32 0.77 -3.25
H -2.85 1.30 -2.70
H -1.52 0.65 -2.74
O 0.07 -3.59 1.51
H 0.71 -3.33 0.83
H 0.44 -4.42 1.85
*
```

(3)
This record from the Open Molecules 2025 dataset describes a structure of composition C23H21Cl2NPRh. The level of theory is the ωB97M-V functional and the def2-TZVPD basis.

Calculated values
- Energy above the lowest of the compared OMol25 structures with the same formula, charge and spin: 0.000 eV
- HOMO level (alpha / beta): -14.839 / -14.954 eV
- Expectation value of S²: 6.029
- Electronic energy: -2315.3552 hartree

Structure (ORCA input):
```
! wB97M-V def2-TZVPD RIJCOSX def2/J DEFGRID3
* xyz 2 5
Rh 0.52 -0.04 1.94
Cl 1.86 -0.21 3.82
P 0.27 0.90 0.11
C -1.05 0.08 -0.85
C -0.75 -0.90 -1.80
C -1.78 -1.68 -2.32
C -3.10 -1.46 -1.92
C -3.40 -0.46 -0.98
C -2.37 0.30 -0.43
C 0.06 2.68 -0.26
C 0.85 3.59 0.45
C 0.69 4.96 0.21
C -0.20 5.41 -0.78
C -0.94 4.49 -1.52
C -0.84 3.13 -1.25
C 1.83 0.52 -0.76
C 2.79 -0.06 0.05
C 4.00 -0.47 -0.51
C 4.27 -0.23 -1.85
C 3.32 0.41 -2.65
C 2.09 0.81 -2.11
H 1.57 3.24 1.20
H 1.27 5.69 0.78
H -0.33 6.48 -0.95
H -1.63 4.83 -2.30
H -1.45 2.42 -1.80
H 0.28 -1.06 -2.10
H -1.53 -2.49 -3.00
H -3.91 -2.06 -2.34
H -4.43 -0.28 -0.66
H -2.57 1.02 0.36
H 2.58 -0.20 1.13
H 4.73 -0.99 0.12
H 5.23 -0.53 -2.28
H 3.53 0.62 -3.70
H 1.34 1.32 -2.72
H 0.18 -3.72 -1.69
H 0.92 -3.58 -1.63
Cl -3.88 -2.40 4.38
C -2.35 -2.65 3.66
C -1.81 -3.93 3.53
C -0.54 -4.08 2.97
C 0.11 -2.93 2.51
N -0.46 -1.72 2.62
C -1.64 -1.53 3.20
H -2.39 -4.78 3.89
H -0.03 -5.03 2.87
H 1.11 -2.93 2.06
H -2.00 -0.51 3.29
*
```

(4)
This record from the Open Molecules 2025 dataset describes a structure of composition C12H8Cl28IN4O3. The level of theory is the ωB97M-V functional and the def2-TZVPD basis.

Calculated values
- HOMO level: -12.272 eV
- Electronic energy: -14089.2422 hartree

Structure (ORCA input):
```
! wB97M-V def2-TZVPD RIJCOSX def2/J DEFGRID3
* xyz 1 1
O -1.19 0.27 -4.53
C -0.40 -0.83 -4.43
O 1.01 -0.72 -3.91
C 0.94 -0.49 -2.43
C 0.19 -1.81 -1.81
N 0.57 -2.20 -0.43
N 1.37 -3.35 -0.26
C 1.70 -3.61 1.21
O 2.51 -4.71 1.82
N 1.05 -2.52 2.07
C 0.36 -1.73 0.97
N -0.40 -0.65 1.31
I -1.51 0.61 0.15
H -0.86 -1.86 -4.79
H 0.37 0.53 -2.29
H 2.05 -0.34 -2.04
H 0.46 -2.72 -2.53
H -1.00 -1.74 -1.85
H 1.71 -3.99 -1.01
H 1.83 -5.47 1.88
H -0.42 -0.43 2.35
C 3.98 -3.51 5.42
Cl 4.57 -5.07 4.80
Cl 2.91 -2.75 4.20
Cl 3.06 -3.78 6.92
Cl 5.36 -2.44 5.74
C -4.25 -2.48 -1.52
Cl -5.64 -1.41 -1.85
Cl -3.97 -3.54 -2.92
Cl -2.80 -1.49 -1.22
Cl -4.59 -3.47 -0.08
C -3.88 4.05 0.33
Cl -3.60 5.75 -0.13
Cl -5.63 3.75 0.47
Cl -3.19 2.98 -0.92
Cl -3.10 3.72 1.90
C -0.07 6.48 3.33
Cl -1.79 6.94 3.45
Cl 0.05 4.74 2.94
Cl 0.71 7.43 2.04
Cl 0.75 6.80 4.88
C 7.70 0.79 6.78
Cl 5.98 1.25 6.90
Cl 7.82 -0.95 6.40
Cl 8.48 1.74 5.49
Cl 8.52 1.11 8.33
C -2.12 7.66 -3.89
Cl -0.67 8.20 -4.77
Cl -2.21 8.51 -2.32
Cl -3.58 8.04 -4.84
Cl -2.03 5.91 -3.61
C -3.42 -5.45 -6.34
Cl -4.81 -4.38 -6.67
Cl -3.14 -6.51 -7.74
Cl -1.97 -4.46 -6.04
Cl -3.76 -6.44 -4.90
*
```

Question: Among the records above, which one has the lowest electronic energy?
Answer: C12H8Cl28IN4O3